154
Properties=species:S:1:pos:R:3:lowdin_charge:R:1 method="wB97M-V/def2-TZVPD" e_tot_ha=-3809.31431 homo_lumo_gap_ha=0.2397 de_lowest_kcal_mol=195.3 total_charge=+4
C -3.096 2.185 -3.231 -0.067
C -4.477 1.750 -2.743 -0.113
N -4.496 0.493 -2.009 -0.131
C -5.512 -0.450 -1.980 0.037
C -5.142 -1.401 -1.092 0.030
N -3.937 -0.986 -0.524 -0.110
C -3.510 0.050 -1.229 -0.158
C -3.108 -1.742 0.421 0.045
H -2.685 1.564 -4.029 0.071
H -2.356 2.320 -2.441 0.074
H -3.182 3.160 -3.718 0.106
H -5.156 1.702 -3.592 0.151
H -4.842 2.584 -2.140 0.138
H -6.359 -0.339 -2.636 0.157
H -5.439 -2.409 -0.855 0.151
H -2.603 0.613 -1.060 0.157
H -3.239 -2.793 0.169 0.097
H -3.502 -1.570 1.421 0.111
H -2.059 -1.481 0.295 0.105
C -2.273 -1.064 7.652 -0.060
C -0.953 -1.832 7.596 -0.129
N -0.390 -1.927 6.218 -0.045
C -1.125 -1.873 5.054 0.002
C -0.319 -2.313 4.045 -0.020
N 0.850 -2.675 4.586 -0.084
C 0.812 -2.457 5.912 0.004
C 1.979 -3.325 3.908 0.039
H -3.063 -1.601 7.135 0.081
H -2.175 -0.089 7.169 0.080
H -2.520 -0.870 8.693 0.096
H -1.163 -2.880 7.813 0.140
H -0.099 -1.475 8.167 0.133
H -2.173 -1.645 5.117 0.124
H -0.535 -2.433 2.995 0.124
H 1.624 -2.626 6.599 0.170
H 2.783 -3.581 4.596 0.104
H 2.436 -2.645 3.192 0.091
H 1.555 -4.228 3.475 0.105
C -2.998 -0.593 -3.291 -0.058
C -2.300 -1.654 -2.449 -0.143
N -2.207 -2.957 -3.078 -0.005
C -2.050 -3.280 -4.379 -0.037
C -2.073 -4.610 -4.534 0.024
N -2.239 -5.119 -3.251 -0.051
C -2.417 -4.094 -2.390 -0.003
C -2.342 -6.545 -2.943 0.023
H -3.915 -0.902 -3.789 0.130
H -2.272 -0.273 -4.046 0.095
H -3.190 0.338 -2.755 -0.011
H -2.933 -1.728 -1.559 0.054
H -1.302 -1.393 -2.095 0.084
H -2.040 -2.496 -5.117 0.144
H -1.762 -5.212 -5.371 0.150
H -2.657 -4.136 -1.346 0.129
H -1.310 -6.900 -2.935 0.110
H -2.917 -7.179 -3.611 0.108
H -2.679 -6.700 -1.921 0.090
C -5.512 7.462 2.500 -0.035
C -4.046 6.986 2.461 -0.169
N -3.821 5.547 2.445 -0.037
C -4.086 4.691 3.493 0.024
C -3.684 3.420 3.154 0.033
N -3.118 3.560 1.893 -0.085
C -3.263 4.801 1.478 -0.016
C -2.429 2.541 1.126 0.009
H -5.516 8.541 2.407 0.097
H -5.995 7.012 3.368 0.079
H -6.043 6.970 1.682 0.086
H -3.456 7.469 3.240 0.138
H -3.590 7.395 1.555 0.126
H -4.496 5.130 4.389 0.149
H -3.590 2.522 3.734 0.135
H -2.789 5.321 0.660 0.171
H -1.590 2.094 1.663 0.087
H -2.097 2.985 0.193 0.081
H -3.006 1.638 0.925 0.087
C 1.011 4.740 -1.293 -0.073
C 0.651 3.331 -1.739 -0.150
N 0.374 3.269 -3.193 -0.038
C 0.149 4.275 -4.128 -0.018
C 0.084 3.684 -5.320 0.009
N 0.196 2.294 -5.156 -0.025
C 0.444 2.116 -3.859 -0.023
C 0.039 1.290 -6.187 -0.029
H 1.302 4.799 -0.241 0.071
H 0.104 5.347 -1.362 0.076
H 1.804 5.297 -1.793 0.092
H -0.297 3.134 -1.242 0.090
H 1.411 2.584 -1.534 0.123
H 0.164 5.300 -3.804 0.128
H -0.054 4.055 -6.322 0.145
H 0.502 1.130 -3.407 0.134
H 0.393 1.540 -7.183 0.114
H -1.028 1.089 -6.314 0.089
H 0.472 0.351 -5.841 -0.077
C 3.766 -5.015 -0.729 -0.052
C 3.287 -3.829 -1.601 -0.143
N 4.105 -2.633 -1.573 -0.013
C 4.387 -1.823 -2.644 0.004
C 5.045 -0.705 -2.234 0.000
N 5.417 -0.956 -0.936 -0.112
C 4.695 -2.008 -0.512 -0.041
C 6.235 -0.035 -0.126 0.032
H 4.766 -5.374 -0.977 0.087
H 3.113 -5.882 -0.715 0.075
H 3.864 -4.664 0.303 0.057
H 2.268 -3.547 -1.349 0.097
H 3.353 -4.199 -2.623 0.143
H 3.914 -2.106 -3.580 0.078
H 5.302 0.229 -2.704 0.141
H 4.681 -2.270 0.532 0.151
H 5.690 0.884 0.065 0.066
H 7.125 0.098 -0.736 0.115
H 6.397 -0.654 0.755 0.100
C 1.813 2.880 3.120 -0.060
C 2.654 1.689 2.713 -0.158
N 4.086 1.962 2.882 -0.038
C 4.869 2.575 1.917 -0.009
C 6.132 2.530 2.401 -0.025
N 6.156 1.948 3.622 -0.068
C 4.891 1.568 3.887 0.017
C 7.307 1.818 4.514 0.040
H 1.584 3.035 4.176 0.085
H 0.821 2.804 2.667 0.065
H 2.221 3.834 2.780 0.084
H 2.433 1.431 1.677 0.112
H 2.338 0.814 3.282 0.125
H 4.450 2.902 0.982 0.142
H 7.057 2.817 1.926 0.156
H 4.542 0.939 4.688 0.169
H 7.753 2.705 4.951 0.118
H 8.103 1.228 4.052 0.113
H 6.963 1.069 5.231 0.105
C 1.761 -0.805 -0.706 0.002
C 0.418 -0.047 -0.766 -0.664
O -0.015 0.490 0.297 -0.079
O -0.272 -0.210 -1.800 -0.147
H 1.726 -1.687 -0.065 0.082
H 2.689 -0.253 -0.534 0.070
H 1.843 -1.198 -1.723 0.009
C 0.826 -1.338 -3.580 0.001
C 1.798 -1.131 -4.754 -0.603
O 2.795 -1.893 -4.717 -0.042
O 1.532 -0.201 -5.539 -0.008
H 1.372 -1.203 -2.643 0.013
H 0.455 -2.365 -3.611 0.100
H 0.001 -0.632 -3.715 0.055
P -0.139 -5.089 0.484 0.205
F 1.271 -4.370 0.831 -0.171
F 0.044 -6.293 1.522 -0.124
F -0.976 -4.321 1.685 -0.190
F -1.521 -5.706 -0.090 -0.162
F -0.425 -3.853 -0.573 -0.189
F 0.688 -5.944 -0.623 -0.153